(1)
A 9-piece molecular cluster, C41H107N9O9 overall. Source: the OMol25 dataset; level of theory: wB97M-V/def2-TZVPD.

Computed properties:
SMILES: CC1(C)CCCC(C)(C)N1O.COC[C@H](C)N.COC[C@H](C)N.COC[C@H](C)N.COC[C@H](C)N.COC[C@H](C)N.COC[C@H](C)N.COC[C@H](C)N.COC[C@H](C)N
Spin multiplicity: 1
Gap between HOMO and LUMO (eV): 8.8
HOMO (eV): -8.40
Total charge: 0

The geometry in XYZ format:
```
166
Properties=species:S:1:pos:R:3:lowdin_charge:R:1
C -2.964 0.125 5.593 -0.023
C -1.371 0.082 5.502 -0.432
C -0.957 -0.810 4.291 -0.032
C -0.989 1.565 5.071 -0.148
C 0.497 1.878 5.323 -0.170
C 0.927 1.654 6.784 -0.110
C 0.568 0.174 7.273 -0.488
C 1.737 -0.659 6.838 -0.068
C 0.624 0.234 8.795 -0.056
N -0.774 -0.318 6.834 -0.092
O -1.202 -1.562 7.356 0.002
H -3.216 -0.902 5.857 0.066
H -3.190 0.730 6.471 0.081
H -3.495 0.513 4.723 0.061
H -1.360 -1.799 4.510 0.073
H -1.407 -0.401 3.387 0.059
H 0.116 -0.945 4.156 0.071
H -1.161 1.692 4.002 0.103
H -1.651 2.212 5.647 0.099
H 1.086 1.196 4.710 0.099
H 0.594 2.894 4.939 0.109
H 0.556 2.387 7.501 0.111
H 2.012 1.757 6.771 0.111
H 1.901 -0.756 5.765 0.076
H 1.641 -1.702 7.139 0.079
H 2.671 -0.459 7.363 0.089
H 0.402 -0.689 9.332 0.083
H -0.131 0.920 9.180 0.081
H 1.543 0.721 9.118 0.086
H -0.778 -2.218 6.799 0.086
C 5.445 1.842 -1.822 -0.063
O 5.491 3.250 -2.286 -0.195
C 4.685 4.152 -1.521 -0.193
C 3.128 3.847 -1.592 -0.397
C 2.581 3.973 -3.028 -0.055
N 2.225 4.656 -0.753 0.040
H 6.333 1.325 -2.185 0.081
H 4.605 1.322 -2.284 0.066
H 5.341 1.802 -0.738 0.080
H 4.953 4.244 -0.468 0.111
H 4.884 5.152 -1.906 0.116
H 3.096 2.853 -1.146 0.110
H 1.534 3.693 -3.146 0.047
H 3.165 3.436 -3.776 0.075
H 2.607 5.040 -3.249 0.078
H 1.946 5.431 -1.337 0.041
H 1.352 4.164 -0.624 0.011
C -1.243 4.316 -4.848 -0.115
O -1.395 4.033 -3.481 -0.199
C -1.055 5.037 -2.468 -0.156
C -1.313 4.266 -1.127 -0.395
C -1.168 5.222 0.129 -0.051
N -0.408 3.152 -1.019 0.052
H -1.865 5.143 -5.191 0.081
H -1.546 3.368 -5.291 0.089
H -0.234 4.640 -5.100 0.081
H -0.088 5.538 -2.432 0.102
H -1.679 5.928 -2.397 0.117
H -2.369 3.994 -1.130 0.127
H -2.072 5.825 0.220 0.067
H -0.298 5.874 0.058 0.062
H -1.114 4.633 1.044 0.061
H -0.048 2.914 -1.932 0.054
H -0.933 2.333 -0.747 0.055
C 0.837 0.340 -5.168 -0.073
O 1.273 -0.055 -6.494 -0.216
C 1.796 -1.421 -6.524 -0.182
C 2.153 -1.835 -7.954 -0.432
C 2.663 -3.302 -7.900 -0.066
N 3.339 -1.096 -8.420 0.036
H 1.814 0.468 -4.702 0.082
H 0.183 -0.412 -4.725 0.069
H 0.400 1.332 -5.281 0.079
H 2.723 -1.441 -5.950 0.131
H 1.022 -2.093 -6.155 0.089
H 1.269 -1.706 -8.578 0.137
H 1.854 -3.935 -7.535 0.066
H 3.596 -3.458 -7.358 0.084
H 2.821 -3.617 -8.932 0.070
H 3.325 -1.439 -9.369 0.065
H 3.062 -0.125 -8.437 0.067
C -0.787 -3.573 -4.774 -0.044
O 0.045 -4.344 -3.833 -0.167
C -0.214 -4.102 -2.513 -0.264
C 0.725 -4.907 -1.556 -0.348
C 2.158 -4.573 -1.892 -0.098
N 0.642 -6.357 -2.038 0.028
H -0.481 -2.529 -4.706 0.053
H -1.875 -3.621 -4.754 0.091
H -0.517 -3.861 -5.790 0.080
H -0.121 -3.043 -2.273 0.096
H -1.207 -4.335 -2.129 0.121
H 0.479 -4.774 -0.502 0.137
H 2.829 -4.976 -1.134 0.076
H 2.223 -3.486 -1.939 0.067
H 2.490 -4.861 -2.890 0.089
H 0.925 -6.190 -2.993 0.040
H 1.525 -6.746 -1.738 0.048
C -2.978 4.468 3.957 -0.074
O -3.271 4.339 2.548 -0.203
C -4.645 4.008 2.282 -0.200
C -5.054 2.585 2.535 -0.451
C -4.115 1.572 1.912 -0.054
N -6.483 2.424 2.190 0.049
H -2.910 3.467 4.383 0.055
H -3.680 5.172 4.404 0.091
H -1.996 4.890 4.168 0.086
H -5.403 4.705 2.639 0.125
H -4.604 4.075 1.195 0.128
H -4.977 2.404 3.607 0.119
H -3.060 1.715 2.145 0.080
H -4.244 1.604 0.830 0.079
H -4.407 0.535 2.075 0.054
H -7.085 3.142 2.567 0.067
H -6.784 1.539 2.574 0.058
C -2.489 -0.419 -0.604 -0.085
O -1.229 0.298 -0.556 -0.196
C -0.351 -0.478 0.257 -0.214
C 1.139 -0.152 0.031 -0.342
C 1.352 -0.216 -1.551 -0.043
N 2.109 -1.163 0.593 0.063
H -2.979 -0.538 0.362 0.063
H -2.485 -1.438 -0.992 0.084
H -3.190 0.127 -1.235 0.091
H -0.553 -0.312 1.315 0.098
H -0.502 -1.557 0.208 0.117
H 1.288 0.882 0.344 0.125
H 0.739 0.588 -1.957 0.053
H 1.049 -1.167 -1.989 0.057
H 2.383 -0.014 -1.841 0.063
H 2.459 -0.610 1.362 0.052
H 2.880 -1.364 -0.028 0.022
C -5.069 -2.977 2.787 -0.096
O -4.983 -2.581 1.428 -0.189
C -6.031 -1.699 1.143 -0.218
C -7.223 -2.544 0.566 -0.371
C -7.379 -2.615 -0.980 -0.066
N -8.512 -1.954 1.021 0.025
H -4.768 -2.154 3.435 0.079
H -4.351 -3.781 2.949 0.090
H -6.050 -3.381 3.041 0.092
H -6.230 -0.994 1.950 0.098
H -5.708 -1.028 0.347 0.117
H -7.212 -3.584 0.892 0.123
H -8.089 -3.394 -1.258 0.077
H -6.533 -2.796 -1.642 0.073
H -7.784 -1.657 -1.307 0.067
H -8.264 -1.172 1.610 0.044
H -8.927 -1.461 0.243 0.048
C 5.256 -1.365 0.776 -0.142
O 4.834 -1.962 -0.385 -0.206
C 5.260 -3.274 -0.522 -0.200
C 6.825 -3.472 -0.643 -0.418
C 7.470 -2.550 -1.729 -0.039
N 7.135 -4.831 -1.047 0.017
H 4.575 -0.527 0.917 0.071
H 6.273 -0.993 0.903 0.097
H 4.907 -1.997 1.593 0.099
H 4.862 -3.896 0.280 0.123
H 4.859 -3.630 -1.471 0.114
H 7.331 -3.282 0.304 0.121
H 6.800 -2.458 -2.583 0.081
H 8.403 -2.999 -2.071 0.071
H 7.559 -1.576 -1.247 0.066
H 6.974 -5.527 -0.333 0.070
H 8.130 -4.842 -1.222 0.061
```

(2)
C41H110F3MnN10O13S as an isolated structure. Source: the OMol25 dataset; level of theory: wB97M-V/def2-TZVPD.

Computed properties:
Spin multiplicity: 7
Gap between HOMO and LUMO (spin up / spin down) (eV): 3.6 / 9.0
HOMO (spin up / spin down) (eV): -3.15 / -8.59
Total charge: 0

The geometry in XYZ format:
```
179
Properties=species:S:1:pos:R:3:mulliken_spin:R:1
Mn 1.309 1.783 3.906 3.460
C -0.406 0.585 -0.184 0.001
F 0.745 0.653 -0.771 -0.003
F -0.941 1.805 -0.156 -0.008
F -1.315 -0.261 -0.900 0.000
S -0.187 -0.103 1.526 0.477
O -1.477 -0.087 2.224 -0.045
O 0.293 -1.517 1.434 -0.017
O 0.852 0.732 2.148 -0.503
C 2.799 -3.965 -0.918 -0.001
C 2.705 -3.071 -2.153 0.000
C 2.130 -3.732 -3.380 0.000
O 2.211 -2.917 -4.482 0.000
C 2.306 -3.589 -5.713 0.000
N 1.875 -1.930 -1.853 0.004
H 3.737 -4.515 -0.996 0.000
H 2.039 -4.744 -0.985 0.000
H 2.646 -3.370 -0.018 0.001
H 3.584 -2.449 -2.323 0.000
H 1.091 -4.023 -3.225 0.000
H 2.668 -4.673 -3.495 0.000
H 2.024 -4.636 -5.606 0.000
H 3.365 -3.534 -5.968 0.000
H 1.625 -3.083 -6.397 0.000
H 1.000 -2.009 -1.356 0.000
H 1.645 -1.547 -2.759 0.000
C 6.021 -0.844 1.279 -0.017
C 4.597 -1.399 1.127 -0.004
C 3.917 -2.080 2.371 0.013
O 4.573 -3.319 2.524 -0.001
C 4.453 -3.972 3.732 -0.001
N 3.714 -0.294 0.776 -0.003
H 6.428 -0.617 0.294 0.002
H 6.622 -1.578 1.816 0.000
H 6.010 0.099 1.825 0.013
H 4.582 -2.121 0.310 -0.002
H 2.837 -2.113 2.229 0.003
H 4.139 -1.408 3.199 0.015
H 3.427 -4.173 4.040 0.000
H 4.897 -3.496 4.606 0.000
H 4.823 -4.993 3.630 0.000
H 2.740 -0.550 0.699 0.004
H 3.905 -0.020 -0.177 0.000
C 4.991 2.783 1.979 -0.024
C 3.612 2.878 2.609 -0.054
C 2.427 3.488 1.832 0.298
O 1.183 3.517 2.595 0.454
C 0.131 4.309 2.100 0.106
N 3.313 1.600 3.218 0.399
H 5.764 2.450 2.671 -0.020
H 5.367 3.785 1.768 0.011
H 4.928 2.397 0.961 0.003
H 3.604 3.572 3.450 0.135
H 2.223 2.770 1.038 -0.002
H 2.614 4.481 1.423 -0.011
H 0.070 5.366 2.360 -0.027
H -0.873 3.955 2.331 -0.003
H 0.210 4.348 1.014 0.021
H 4.013 1.558 3.945 0.032
H 3.733 0.945 2.574 0.000
C -8.125 3.726 0.892 0.000
C -6.786 4.302 1.571 0.001
C -5.485 3.684 0.991 -0.002
O -5.242 2.284 1.262 -0.001
C -3.885 1.951 0.843 -0.008
N -6.812 5.797 1.470 0.000
H -8.142 4.002 -0.162 0.000
H -9.019 4.283 1.171 0.000
H -8.194 2.659 1.103 0.000
H -7.054 4.166 2.618 0.000
H -4.643 4.316 1.274 0.002
H -5.567 3.718 -0.096 0.000
H -3.096 2.594 1.233 0.003
H -3.921 2.204 -0.217 0.000
H -3.596 0.946 1.148 -0.002
H -5.860 6.064 1.679 0.000
H -7.123 6.023 0.537 0.000
C 2.973 2.762 -1.555 0.001
C 3.453 2.350 -2.958 0.000
C 3.936 0.945 -2.949 0.000
O 5.139 1.010 -2.242 0.000
C 5.799 -0.224 -2.353 0.000
N 2.248 2.529 -3.792 0.000
H 1.979 2.394 -1.305 0.001
H 2.840 3.844 -1.549 0.001
H 3.621 2.444 -0.738 -0.002
H 4.239 3.029 -3.289 0.000
H 4.054 0.690 -4.003 0.000
H 3.092 0.381 -2.551 0.000
H 5.375 -0.993 -1.707 0.000
H 6.793 -0.026 -1.954 0.000
H 6.091 -0.629 -3.322 0.000
H 1.454 2.036 -3.408 0.000
H 1.954 3.495 -3.777 0.000
C -2.282 0.377 5.636 0.005
C -0.840 0.746 5.440 0.067
C 0.144 -0.478 5.340 0.106
O 1.393 -0.102 4.803 0.542
C 2.274 -1.160 5.264 0.103
N -0.742 1.596 4.217 0.335
H -2.859 0.349 4.712 0.012
H -2.702 1.123 6.311 -0.031
H -2.518 -0.548 6.163 0.008
H -0.538 1.359 6.289 0.124
H -0.423 -1.101 4.648 -0.005
H 0.111 -1.163 6.187 -0.019
H 2.447 -1.181 6.340 -0.030
H 3.299 -0.986 4.937 -0.006
H 2.076 -2.170 4.904 0.041
H -1.344 1.203 3.507 -0.005
H -1.327 2.410 4.342 0.057
C -0.007 0.076 -6.576 0.000
C -0.365 0.037 -5.066 0.000
C -1.552 -0.813 -4.634 0.000
O -2.705 -0.633 -5.475 0.000
C -3.858 -1.174 -4.870 0.000
N 0.819 -0.210 -4.283 0.000
H 0.819 -0.595 -6.813 0.000
H 0.399 1.058 -6.820 0.000
H -0.826 -0.204 -7.237 0.000
H -0.668 1.066 -4.872 0.000
H -1.738 -0.497 -3.608 0.000
H -1.324 -1.874 -4.539 0.000
H -4.641 -0.894 -5.574 0.000
H -4.104 -0.710 -3.914 0.000
H -3.683 -2.248 -4.806 0.000
H 1.630 0.377 -4.412 0.000
H 1.076 -1.180 -4.400 0.000
C -0.989 -4.167 0.293 0.001
C -1.658 -4.805 -0.939 0.000
C -2.205 -3.585 -1.845 0.001
O -2.897 -4.218 -2.895 0.000
C -4.262 -4.587 -2.671 0.000
N -0.630 -5.544 -1.670 0.000
H -1.711 -3.511 0.779 0.000
H -0.103 -3.585 0.040 -0.001
H -0.819 -4.909 1.073 0.000
H -2.487 -5.459 -0.667 0.000
H -1.331 -2.991 -2.110 0.000
H -3.001 -3.044 -1.332 0.000
H -4.601 -5.159 -3.534 0.000
H -4.958 -3.749 -2.677 0.000
H -4.394 -5.371 -1.925 0.000
H -1.000 -5.817 -2.570 0.000
H 0.146 -4.993 -2.009 0.000
C -0.868 5.759 -4.306 0.000
C -0.571 5.887 -2.751 0.000
C -1.072 4.807 -1.789 -0.002
O -2.310 5.157 -1.230 0.000
C -3.482 4.766 -2.016 0.000
N 0.919 5.719 -2.688 0.000
H -1.909 5.467 -4.449 0.000
H -0.275 5.066 -4.904 0.000
H -0.568 6.763 -4.604 0.000
H -0.924 6.844 -2.369 0.000
H -0.561 4.665 -0.837 -0.001
H -1.035 3.843 -2.295 0.000
H -3.373 3.719 -2.295 0.000
H -3.628 5.443 -2.857 0.000
H -4.453 4.936 -1.551 0.000
H 1.229 6.117 -1.813 0.000
H 1.294 6.349 -3.383 0.000
C -4.783 -4.037 3.974 0.000
C -3.458 -3.221 4.116 0.000
C -2.269 -4.192 3.935 0.000
O -1.014 -3.509 4.142 0.000
C 0.194 -4.331 4.037 0.000
N -3.306 -2.300 3.031 0.000
H -4.992 -4.645 4.854 0.000
H -4.710 -4.658 3.081 0.000
H -5.669 -3.404 3.926 0.000
H -3.567 -2.749 5.093 0.000
H -2.131 -4.651 2.956 0.000
H -2.366 -5.126 4.488 0.000
H 0.054 -5.358 3.698 0.000
H 0.712 -4.263 4.993 0.000
H 0.923 -3.744 3.480 0.000
H -2.427 -1.803 3.004 0.001
H -3.956 -1.554 3.235 0.000
```

The records above yield relative energy (zero: lowest compared OMol25 entry of this formula, charge and spin) values of 260.2, 0.0 kJ/mol, respectively.
The records above yield strongest force on any atom values of 0.0777, 0.1005 Eh/bohr, respectively.